Entry 1:
58
Properties=species:S:1:pos:R:3 method="wB97M-V/def2-TZVPD" lumo_energy_ev=0.35 energy_ha=-1275.4944 gap_ev=6.902
Ag 0.74 -0.71 -1.65
C -0.87 -1.07 1.40
C -2.17 -0.87 0.75
C -3.03 0.20 1.53
C -4.33 0.48 0.69
C -3.83 1.01 -0.68
C -3.02 -0.04 -1.47
N -1.89 -0.47 -0.62
O -1.17 -1.48 -1.31
C -2.48 0.53 -2.82
C -3.94 -1.17 -1.97
C -2.99 -2.21 0.89
H -0.28 -0.14 1.52
H -0.27 -1.80 0.77
H -1.01 -1.41 2.44
H -2.53 1.11 1.75
H -3.29 -0.18 2.52
H -5.15 1.09 1.21
H -4.92 -0.47 0.57
H -3.26 1.90 -0.57
H -4.78 1.34 -1.22
H -1.81 1.36 -2.56
H -3.31 0.91 -3.35
H -1.92 -0.17 -3.40
H -3.51 -1.87 -2.73
H -4.70 -0.53 -2.43
H -4.38 -1.77 -1.14
H -2.51 -2.87 1.66
H -2.83 -2.69 -0.06
H -4.07 -2.10 1.03
C 3.45 0.51 -2.19
O 2.76 -0.36 -2.74
N 3.92 0.29 -0.96
N 3.59 1.82 -2.60
H 3.95 -0.67 -0.67
H 4.56 0.86 -0.48
H 3.12 2.06 -3.48
H 4.41 2.39 -2.28
C 0.65 2.81 -0.21
O 1.40 2.11 -0.80
N -0.69 2.48 -0.09
N 1.02 4.00 0.43
H -1.03 1.56 -0.16
H -1.32 3.08 0.39
H 0.67 4.18 1.37
H 1.93 4.31 0.37
C 4.78 -0.12 2.26
C 4.69 -1.69 1.82
C 3.32 -2.28 2.20
O 4.98 -1.78 0.39
H 5.68 0.42 2.01
H 4.70 -0.11 3.41
H 3.87 0.29 1.87
H 5.54 -2.18 2.34
H 2.49 -1.77 1.68
H 3.17 -2.16 3.26
H 3.26 -3.37 2.00
H 4.63 -2.61 0.07


Entry 2:
56
Properties=species:S:1:pos:R:3 method="wB97M-V/def2-TZVPD" lumo_energy_ev=-5.37 energy_ha=-1737.2487 gap_ev=4.835 total_charge=+1
Ca -0.14 -1.87 0.64
C -3.78 -3.37 4.61
C -2.90 -2.94 3.49
O -3.24 -2.37 2.45
O -1.68 -3.15 3.66
H -3.48 -4.31 5.06
H -4.78 -3.66 4.27
H -3.83 -2.58 5.36
C 0.08 1.29 2.63
O -0.61 1.20 1.40
C -1.75 2.10 1.19
C -2.15 2.11 -0.29
N -2.36 0.78 -0.87
C -2.73 0.78 -2.34
C -3.38 2.07 -2.83
O -4.68 2.32 -2.25
C -5.02 3.70 -2.20
H 0.50 2.29 2.55
H 0.86 0.55 2.81
H -0.60 1.28 3.48
H -1.44 3.14 1.29
H -2.54 1.82 1.89
H -1.64 2.80 -0.96
H -3.17 2.51 -0.22
H -3.21 0.34 -0.56
H -3.35 -0.10 -2.53
H -1.86 0.54 -2.95
H -3.64 1.84 -3.86
H -2.64 2.87 -2.86
H -4.20 4.33 -1.85
H -5.96 3.81 -1.66
H -5.24 4.18 -3.16
C 4.00 -5.12 0.91
C 4.30 -3.67 1.24
C 4.88 -2.88 0.11
O 3.15 -3.02 1.57
H 3.39 -5.11 0.01
H 3.34 -5.66 1.58
H 4.91 -5.67 0.66
H 4.91 -3.67 2.14
H 5.89 -3.15 -0.21
H 4.99 -1.82 0.34
H 4.31 -2.94 -0.82
H 3.14 -3.10 2.52
C 2.63 2.06 -3.34
C 2.98 1.36 -2.02
C 3.00 2.42 -0.93
O 2.06 0.33 -1.78
H 1.89 2.86 -3.31
H 2.04 1.32 -3.89
H 3.54 2.44 -3.79
H 3.99 0.96 -2.00
H 3.78 3.17 -1.03
H 3.12 1.97 0.06
H 2.06 2.98 -0.97
H 2.25 -0.36 -2.41


Entry 3:
74
Properties=species:S:1:pos:R:3 method="wB97M-V/def2-TZVPD" lumo_energy_ev=-0.48 smiles="C[N+](=O)[O-].C[N+](=O)[O-].C[N+](=O)[O-].C[N+](=O)[O-].C[N+](=O)[O-].C[N+](=O)[O-].COC(=O)OC.COC(=O)OC.ClCCCl" energy_ha=-3156.5129 gap_ev=10.127 e_above_lowest_kj_mol=42.91
Cl 2.33 1.20 -1.60
C 1.18 1.13 -0.27
C 0.56 -0.27 -0.22
Cl 1.79 -1.51 0.13
H 0.40 1.87 -0.36
H 1.67 1.27 0.69
H 0.19 -0.48 -1.23
H -0.28 -0.34 0.46
C 2.55 -1.52 -3.83
N 1.23 -1.48 -4.50
O 1.24 -1.13 -5.67
O 0.24 -1.76 -3.87
H 2.48 -1.65 -2.75
H 2.97 -0.55 -4.07
H 3.16 -2.27 -4.33
C 3.32 -1.59 3.12
N 1.91 -1.30 3.50
O 1.31 -2.14 4.13
O 1.44 -0.23 3.15
H 3.78 -0.64 2.90
H 3.27 -2.26 2.27
H 3.86 -2.05 3.94
C -0.14 4.54 -1.48
N -1.12 5.15 -2.43
O -0.67 5.86 -3.32
O -2.29 4.90 -2.27
H 0.01 3.53 -1.85
H -0.56 4.58 -0.48
H 0.78 5.11 -1.55
C 4.92 1.46 1.05
N 6.32 1.17 0.67
O 6.95 0.44 1.42
O 6.75 1.66 -0.35
H 4.57 2.18 0.31
H 4.86 1.89 2.04
H 4.29 0.59 0.87
C -1.70 2.63 3.54
N -1.42 2.89 2.10
O -0.25 3.12 1.82
O -2.34 2.98 1.32
H -1.90 1.57 3.67
H -2.62 3.15 3.79
H -0.84 3.03 4.06
C -4.42 -0.74 3.43
N -3.97 -0.59 2.01
O -2.98 0.09 1.83
O -4.56 -1.21 1.15
H -5.18 -1.51 3.48
H -4.77 0.23 3.76
H -3.53 -1.06 3.96
C -1.31 -3.41 0.06
O -1.02 -4.40 1.04
C -0.01 -5.23 0.78
O 0.64 -5.23 -0.23
O 0.19 -6.07 1.79
C -0.31 -5.79 3.11
H -0.89 -3.68 -0.90
H -0.90 -2.45 0.37
H -2.40 -3.35 0.00
H -0.36 -4.73 3.34
H 0.41 -6.30 3.75
H -1.29 -6.26 3.22
C -1.49 2.81 -5.09
O -1.45 2.34 -3.74
C -2.23 1.31 -3.40
O -2.71 0.52 -4.17
O -2.33 1.29 -2.09
C -3.09 0.21 -1.55
H -2.42 3.35 -5.29
H -1.47 1.94 -5.75
H -0.60 3.40 -5.22
H -3.86 -0.10 -2.25
H -3.48 0.52 -0.59
H -2.43 -0.64 -1.34


Entry 4:
73
Properties=species:S:1:pos:R:3 method="wB97M-V/def2-TZVPD" lumo_energy_ev=-3.34 smiles="N=P(O)(O)P(c1ccccn1)#P(O)Cl.COP(=O)(OC)OC.COP(=O)(OC)OC.COP(=O)(OC)OC" energy_ha=-4300.5251 gap_ev=5.804
N -1.94 -1.29 -4.30
P -2.53 0.09 -3.79
O -2.45 1.36 -4.94
O -1.71 0.70 -2.39
P -4.65 -0.06 -3.17
C -5.06 1.75 -2.69
C -4.97 2.08 -1.18
C -5.26 3.57 -0.78
C -5.60 4.57 -1.94
C -5.64 3.98 -3.37
N -5.38 2.63 -3.77
P -5.83 -0.70 -4.88
O -5.56 -2.41 -4.93
Cl -4.99 -0.01 -6.69
H -2.69 -2.00 -4.26
H -2.50 2.18 -4.39
H -2.14 1.58 -2.24
H -4.70 1.27 -0.43
H -5.18 3.86 0.31
H -5.79 5.67 -1.70
H -5.89 4.72 -4.21
H -6.42 -2.89 -4.89
C -0.54 -1.50 4.22
O -1.44 -1.54 3.11
P -0.75 -1.20 1.57
O -2.10 -1.48 0.92
O 0.16 -2.56 1.66
C -0.47 -3.84 1.66
O -0.02 -0.83 0.05
C -0.43 -1.55 -1.11
H -1.00 -0.91 5.02
H -0.37 -2.52 4.58
H 0.42 -1.05 3.96
H -1.55 -3.77 1.71
H -0.11 -4.40 2.52
H -0.18 -4.37 0.75
H -1.36 -1.13 -1.49
H -0.55 -2.61 -0.91
H 0.34 -1.42 -1.87
C 2.69 -1.85 1.55
O 3.35 -3.01 1.04
P 5.07 -3.03 1.19
O 5.12 -4.44 0.59
O 4.94 -3.08 2.83
C 4.40 -4.22 3.46
O 6.77 -2.90 1.32
C 7.53 -4.05 1.64
H 1.98 -1.50 0.80
H 2.15 -2.12 2.45
H 3.40 -1.05 1.77
H 4.00 -4.95 2.76
H 3.60 -3.90 4.13
H 5.19 -4.69 4.06
H 7.68 -4.66 0.75
H 7.06 -4.64 2.43
H 8.51 -3.72 2.00
C 1.61 1.27 -0.61
O 2.42 2.39 -0.24
P 1.67 3.94 -0.32
O 2.92 4.61 0.22
O 0.63 3.52 0.89
C 1.13 3.31 2.20
O 0.82 5.42 -0.52
C 1.03 6.46 0.41
H 2.17 0.64 -1.30
H 1.38 0.70 0.29
H 0.68 1.59 -1.08
H 2.22 3.34 2.25
H 0.79 2.33 2.55
H 0.71 4.07 2.86
H 1.95 6.99 0.18
H 1.05 6.09 1.44
H 0.20 7.16 0.32


Entry 5:
55
Properties=species:S:1:pos:R:3 method="wB97M-V/def2-TZVPD" lumo_energy_ev=-1.57 energy_ha=-2101.2566 gap_ev=3.718
C 0.72 0.54 -3.02
C 1.00 2.03 -3.39
Cl 2.62 2.10 -4.22
C 0.88 2.93 -2.11
C 2.09 2.80 -1.13
C 1.60 2.34 0.32
C 2.86 1.68 1.00
N 4.10 2.42 0.60
C 3.90 3.86 0.32
C 2.93 4.11 -0.92
S 3.96 4.61 -2.36
H -0.35 0.38 -2.80
H 1.37 0.30 -2.14
H 1.06 -0.06 -3.89
H 0.24 2.39 -4.12
H -0.01 2.54 -1.57
H 0.64 3.99 -2.36
H 2.75 1.98 -1.50
H 1.33 3.28 0.86
H 0.74 1.64 0.28
H 2.73 1.54 2.09
H 2.93 0.67 0.53
H 4.82 2.27 1.32
H 4.47 1.96 -0.23
H 4.90 4.30 0.08
H 3.55 4.42 1.21
H 2.26 4.95 -0.64
H 4.92 3.62 -2.39
C 0.79 -1.85 1.24
Si -1.06 -1.96 0.81
C -1.17 -2.47 -1.01
C -1.75 -0.21 0.97
N -1.79 -3.07 1.87
Si -3.46 -3.45 1.80
C -3.98 -4.21 0.16
C -4.57 -1.96 2.13
C -3.84 -4.72 3.14
H 1.30 -1.13 0.57
H 0.92 -1.51 2.27
H 1.27 -2.82 1.12
H -0.49 -1.86 -1.62
H -2.17 -2.34 -1.40
H -0.87 -3.51 -1.13
H -1.80 0.09 2.02
H -2.75 -0.13 0.53
H -1.11 0.51 0.44
H -4.01 -3.47 -0.65
H -4.99 -4.64 0.24
H -3.29 -5.01 -0.13
H -4.23 -1.41 3.01
H -5.60 -2.28 2.30
H -4.59 -1.27 1.28
H -3.59 -4.32 4.13
H -3.26 -5.63 2.98
H -4.90 -4.98 3.13


Entry 6:
57
Properties=species:S:1:pos:R:3 method="wB97M-V/def2-TZVPD" lumo_energy_ev=-0.94 energy_ha=-1430.5361 gap_ev=4.980
C 1.58 1.52 -0.15
N 0.54 2.00 -1.07
C 0.66 3.39 -1.53
C -0.45 4.27 -0.92
C -0.08 5.75 -1.11
C -1.20 6.71 -0.85
F 0.35 5.91 -2.44
O -1.64 3.98 -1.58
P -2.98 3.39 -0.58
O -1.98 3.85 0.84
C -0.67 3.95 0.59
F -0.10 4.97 1.39
H 2.33 0.90 -0.66
H 2.11 2.33 0.35
H 1.10 0.91 0.62
H 0.61 1.42 -1.89
H 0.51 3.41 -2.60
H 1.65 3.82 -1.33
H 0.79 5.97 -0.49
H -1.35 6.85 0.21
H -0.94 7.68 -1.28
H -2.12 6.36 -1.31
H -3.72 3.04 -1.76
H -2.34 2.08 -0.55
H -4.02 2.89 0.29
H -3.55 4.71 -0.59
H -0.15 3.04 0.89
C 2.53 -2.68 -0.46
C 1.47 -3.76 -0.39
N 1.11 -4.23 1.00
C 2.33 -4.85 1.61
C 0.10 -5.35 0.91
C -1.27 -5.02 0.34
C 0.70 -3.12 1.94
C -0.44 -2.22 1.53
O -0.12 -1.56 0.33
C -1.22 -1.27 -0.53
H 3.50 -3.02 -0.10
H 2.66 -2.42 -1.51
H 2.24 -1.77 0.05
H 1.80 -4.66 -0.91
H 0.55 -3.42 -0.86
H 2.69 -5.64 0.96
H 2.07 -5.26 2.58
H 3.10 -4.09 1.74
H 0.00 -5.75 1.92
H 0.58 -6.11 0.29
H -1.93 -4.59 1.09
H -1.73 -5.96 0.02
H -1.24 -4.36 -0.53
H 1.59 -2.52 2.09
H 0.45 -3.61 2.89
H -0.54 -1.49 2.35
H -1.40 -2.74 1.46
H -2.18 -1.37 -0.02
H -1.20 -1.95 -1.40
H -1.12 -0.25 -0.89


Entry 7:
65
Properties=species:S:1:pos:R:3 method="wB97M-V/def2-TZVPD" lumo_energy_ev=0.35 energy_ha=-2240.7603 gap_ev=6.577 e_above_lowest_kj_mol=23.91
Pd 1.07 1.57 0.35
C -4.38 -0.02 -2.85
C -3.69 -0.06 -1.50
C -4.67 0.15 -0.36
O -2.71 0.99 -1.46
P -1.14 0.75 -1.23
O -0.46 2.03 -1.50
C -1.07 0.03 0.43
P 0.46 -0.93 0.80
O 1.78 -0.71 0.19
O 0.44 -0.90 2.42
C 0.85 0.32 3.07
C -0.24 0.73 4.05
C 2.19 0.07 3.74
O 0.07 -2.44 0.52
C -1.04 -3.16 1.06
C -1.78 -3.78 -0.11
C -0.51 -4.18 2.05
O -0.79 -0.49 -2.16
C 0.15 -0.39 -3.27
C 1.21 -1.46 -3.10
C -0.65 -0.53 -4.56
H -5.13 -0.80 -2.93
H -3.65 -0.15 -3.66
H -4.86 0.95 -2.99
H -3.18 -1.02 -1.38
H -5.18 1.11 -0.48
H -4.16 0.16 0.60
H -5.42 -0.64 -0.35
H -1.94 -0.61 0.61
H -1.10 0.88 1.12
H 0.99 1.11 2.29
H -0.33 0.01 4.86
H -1.21 0.80 3.54
H -0.01 1.71 4.47
H 2.12 -0.80 4.39
H 2.49 0.93 4.33
H 2.93 -0.13 2.97
H -1.70 -2.46 1.59
H -1.11 -4.47 -0.63
H -2.08 -3.01 -0.82
H -2.66 -4.33 0.23
H 0.11 -4.91 1.52
H -1.33 -4.70 2.55
H 0.11 -3.68 2.79
H 0.61 0.60 -3.23
H 0.74 -2.44 -3.01
H 1.78 -1.26 -2.20
H 1.88 -1.44 -3.96
H -1.22 -1.46 -4.54
H 0.03 -0.56 -5.41
H -1.34 0.30 -4.68
N 2.09 3.85 1.86
N 3.47 3.91 1.64
C 4.02 3.33 0.53
N 5.33 3.54 0.32
N 3.21 2.68 -0.27
N 3.71 1.97 -1.32
O 2.91 1.36 -1.99
O 4.93 2.00 -1.58
H 1.58 4.38 1.16
H 1.89 4.17 2.79
H 3.99 4.66 2.07
H 5.92 3.88 1.06
H 5.72 2.98 -0.42